# 1
{"formula": "C2H6N3", "method": "wB97M-V/def2-TZVPD", "e_tot_ha": -243.6595, "lumo_energy_ev": [-5.819, -5.596], "charge": 1, "e_above_lowest_kj_mol": 460.7, "e_homo_ha": [-0.525, -0.517], "symbols": ["C", "C", "N", "N", "N", "H", "H", "H", "H", "H", "H"], "positions_angstrom": [[1.33708, 0.04141, -0.25577], [-1.52698, 0.66814, -0.06625], [0.28209, -0.61495, -0.02768], [2.59104, -0.41646, -0.15589], [-2.48283, -0.10590, 0.14424], [1.14082, 1.07617, -0.40291], [-1.41986, 1.62774, 0.23718], [3.43399, 0.02549, 0.12096], [2.62700, -1.45997, -0.11778], [-3.36074, 0.23504, 0.69756], [-2.62161, -1.07669, -0.17366]], "atomic_forces_ev_per_a": [[0.49, 1.59, 0.92], [3.10, -4.83, -0.87], [-2.69, -0.16, -0.38], [-0.94, -3.42, -0.55], [-3.69, 0.46, 1.44], [0.61, 1.05, -0.40], [-0.04, 3.01, 0.97], [0.19, 1.04, 0.00], [0.24, 1.36, 0.13], [1.78, -0.53, -1.31], [0.95, 0.43, 0.07]]}

***

# 2
{"formula": "C2H6N3", "method": "wB97M-V/def2-TZVPD", "e_tot_ha": -243.6142, "lumo_energy_ev": -6.156, "charge": 1, "e_above_lowest_kj_mol": 579.6, "e_homo_ha": -0.550, "symbols": ["C", "C", "N", "N", "N", "H", "H", "H", "H", "H", "H"], "positions_angstrom": [[0.48310, -0.19945, -1.17171], [0.06663, 0.59162, -2.29539], [-0.77835, -0.67646, 3.21379], [-0.50978, -0.22887, 2.19618], [-0.24956, 0.22023, 1.18600], [-0.37637, -0.63780, 4.12474], [0.07827, -1.18369, -0.97342], [1.44763, 0.01263, -0.77086], [0.54047, 1.53800, -2.48030], [-0.77947, 0.15018, -2.81877], [0.07742, 0.41362, -0.21025]], "atomic_forces_ev_per_a": [[-0.58, 1.40, -3.12], [0.36, -2.88, 3.24], [-2.27, -2.16, 2.20], [2.01, 2.03, -2.52], [-0.76, 0.14, 1.24], [0.67, 0.39, 0.33], [-0.02, -0.02, -0.41], [1.09, 0.01, 0.11], [-0.10, 0.27, -0.39], [0.08, 0.77, -0.46], [-0.49, 0.04, -0.22]]}

***

# 3
{"formula": "C2H6N3", "method": "wB97M-V/def2-TZVPD", "e_tot_ha": -243.5983, "lumo_energy_ev": -5.565, "charge": 1, "smiles": "CN(N)C#[NH+]", "e_above_lowest_kj_mol": 621.4, "e_homo_ha": -0.521, "symbols": ["C", "N", "N", "C", "N", "H", "H", "H", "H", "H", "H"], "positions_angstrom": [[0.47824, -1.15276, -0.47791], [0.13835, 0.16947, -0.11705], [0.72471, 0.29526, 0.91047], [-0.82417, 0.94039, -0.51587], [-1.69193, 1.73555, -0.48551], [-0.24268, -1.82328, 0.05679], [0.61959, -1.34529, -1.50759], [1.31011, -1.56150, 0.16530], [0.21462, 0.24125, 1.84007], [1.57030, 0.35352, 1.32252], [-2.29714, 2.14740, -1.19123]], "atomic_forces_ev_per_a": [[-1.12, -4.89, -0.37], [-2.95, -2.30, -9.03], [0.01, 5.20, 16.06], [0.70, 0.84, 0.83], [-0.52, -1.45, -1.07], [-0.34, 0.27, -1.25], [-0.17, -0.39, -1.07], [-0.04, 1.36, -1.45], [-0.56, 0.11, -1.75], [4.74, 0.52, -1.24], [0.25, 0.72, 0.35]]}

***

# 4
{"formula": "C2H6N3", "method": "wB97M-V/def2-TZVPD", "s2": 2.006, "e_tot_ha": -243.6959, "lumo_energy_ev": [-3.589, -6.101], "charge": 1, "multiplicity": 3, "e_above_lowest_kj_mol": 0.0, "e_homo_ha": [-0.422, -0.572], "symbols": ["C", "C", "N", "N", "N", "H", "H", "H", "H", "H", "H"], "positions_angstrom": [[0.01737, -0.05258, 0.44787], [0.14544, -0.58371, -0.84875], [-1.07165, -0.41867, 1.13011], [-0.06387, -0.08684, -1.99948], [1.01743, 0.51836, 1.07952], [-1.15473, -0.25122, 2.14953], [-1.66292, -0.84995, 0.44867], [-0.09365, 0.92032, -2.33877], [-0.10424, -0.68653, -2.81522], [1.93619, 0.60910, 0.69111], [1.03464, 0.88172, 2.05541]], "atomic_forces_ev_per_a": [[0.17, -1.40, 2.06], [0.46, -0.30, 2.66], [1.24, 0.94, -0.08], [-0.69, 2.56, -5.63], [1.21, 1.58, 1.62], [-0.55, -0.52, -1.18], [-1.46, -0.45, 0.92], [0.42, -1.52, 1.28], [-0.09, -0.20, 0.19], [0.05, -0.13, -0.75], [-0.77, -0.54, -1.09]]}